Entry A
A cluster of 9 separate species, C6H32N2O8 in total. Source: the OMol25 dataset; level of theory: the ωB97M-V functional and the def2-TZVPD basis.

Each line ends with the Mulliken charge.
Cartesian coordinates (Å):
N1 3.45260 0.71024 -0.72649  -0.605
H1 0.79821 1.73177 0.10596  0.569
H2 -0.46296 -0.36159 -0.17625  -0.217
H3 1.60476 0.97663 -1.86484  0.377
H4 1.56323 -2.10914 1.22827  0.280
H5 -0.29647 0.21937 -3.24352  0.420
H6 -2.95763 -1.32798 2.98349  0.414
H7 3.97386 1.11438 -1.49727  0.209
H8 -2.26006 -1.82273 1.60708  0.011
H9 -0.37459 1.50634 1.98822  0.123
H10 -3.78946 -1.09329 1.40039  0.461
C1 -3.02929 1.64784 1.94842  -1.447
O1 2.00609 2.24177 3.33962  -0.513
C2 1.21521 0.69554 0.38995  -1.111
H11 -4.07058 1.79116 1.45837  0.315
H12 -0.17040 -2.81710 0.54385  0.247
O2 2.43117 -2.54712 0.93212  -0.664
H13 -0.60903 -2.02230 -2.14181  0.311
O3 -0.82235 0.86172 -1.67775  -0.512
H14 2.50145 4.42109 -0.33368  0.300
H15 -2.19161 -2.30567 -1.95512  0.337
H16 2.17469 -2.65955 0.05868  0.335
C3 -0.74946 0.43086 1.74720  -1.102
C4 1.92253 0.37060 -0.98663  -0.076
H17 2.06922 2.18823 2.44869  0.321
C5 -2.90159 -0.97856 1.95285  -1.212
H18 1.89369 3.03133 3.57296  0.236
H19 -3.23958 1.63945 3.15251  0.258
H20 -2.42854 0.34791 0.36509  -0.132
H21 -1.16926 -0.09957 -1.85805  0.195
H22 0.47716 0.30118 -4.46493  0.309
H23 2.01564 0.72534 1.11362  0.413
C6 -2.28624 0.39184 1.50633  1.229
O4 -0.96039 -3.30621 0.68574  -0.725
H24 1.86693 -0.75817 -1.18657  -0.247
H25 0.42144 -3.52504 -3.07266  0.309
H26 -1.22928 -3.22274 1.72402  0.411
H27 0.76379 -2.25495 -3.56936  0.339
O5 2.12444 3.74078 -0.88267  -0.580
H28 -1.61692 1.39423 -1.85521  0.254
H29 2.49368 3.00421 -0.63687  0.285
H30 3.84028 -0.13947 -0.30321  0.241
H31 -2.49025 2.63588 1.81780  0.370
H32 -0.64725 -0.20706 2.49259  0.604
O6 0.87774 -2.72880 -2.68101  -0.689
N2 0.10863 -0.26219 0.69313  0.663
O7 -1.49637 -1.57290 -1.98044  -0.640
O8 -0.34688 0.00242 -4.16257  -0.675

Its orbital gap is 9.002 eV. As for the structure (SMILES): CC(C)CNCCN.O.O.O.O.O.O.O.O.


Entry B
A cluster of 9 separate species, C6H32N2O8 in total. Source: the OMol25 dataset; level of theory: the ωB97M-V functional and the def2-TZVPD basis.

Each line ends with the Mulliken charge.
Cartesian coordinates (Å):
C1 1.98503 1.01099 0.38971  -0.624
H1 1.00548 0.61248 -4.00084  0.281
H2 -1.05155 1.79414 0.78167  0.159
H3 0.73659 -0.18585 2.56839  0.356
H4 -3.70287 -0.57635 -2.47808  0.249
H5 -2.98322 -2.80952 -0.89345  0.344
H6 2.98585 0.58597 0.31033  0.205
H7 -0.69110 -0.84508 -0.56795  -0.169
C2 -0.18756 0.05840 -0.21131  0.069
H8 -1.15741 -0.13070 -4.27280  0.311
O1 -3.45081 0.34663 -2.53875  -0.697
H9 -1.45034 0.43023 5.17452  0.310
H10 4.29816 -0.78962 1.03922  0.346
H11 1.99574 1.52206 -0.57533  0.345
C3 1.39510 3.42558 0.92530  -1.512
H12 -1.25121 0.31303 1.73097  0.198
O2 -1.22010 -0.45305 4.88042  -0.631
C4 1.12173 -0.78017 1.73529  -0.985
O3 4.92196 -0.44127 1.67796  -0.620
H13 -3.25602 0.91458 0.78227  0.229
H14 -1.80310 1.04852 -3.55126  0.325
H15 4.55806 -0.56857 2.55862  0.320
H16 -0.36091 -2.99379 -1.46156  0.341
H17 -3.21939 0.63773 -1.63473  0.459
C5 1.83577 2.05137 1.49884  -0.146
H18 2.25577 3.82684 0.38684  0.420
H19 2.70801 2.23530 2.12467  0.375
O4 -3.40657 -2.18635 -0.26448  -0.670
H20 1.09705 0.80632 -2.55249  0.315
H21 1.09976 4.05587 1.76107  0.394
O5 -1.17166 0.82992 -4.24946  -0.657
H22 1.05355 1.77009 2.20430  0.181
H23 0.61125 -1.74603 1.75740  0.316
H24 -2.84515 -0.49536 0.17393  0.183
H25 0.59287 3.31716 0.19727  0.313
O6 1.24121 -2.52670 -2.06909  -0.755
H26 0.00411 0.65498 -1.09041  -0.026
C6 -1.23537 0.72245 0.71806  -0.463
H27 -1.41998 -3.61266 -2.35363  0.314
H28 1.43929 -2.36690 -1.13847  0.304
N1 1.08856 -0.13377 0.46031  0.669
H29 -2.01831 -0.89262 4.57424  0.303
H30 -3.16198 -2.70219 0.51868  0.273
N2 -2.59110 0.50019 0.15858  -0.514
O7 -1.25639 -3.38924 -1.43056  -0.638
O8 1.10586 0.08952 -3.19568  -0.542
H31 2.12106 -1.12620 2.02479  0.126
H32 1.63429 -1.80833 -2.58334  0.317

Its orbital gap is 8.701 eV. As for the structure (SMILES): CCCN(C)CCN.O.O.O.O.O.O.O.O.


Entry C
A cluster of 9 separate species, C6H32N2O8 in total. Source: the OMol25 dataset; level of theory: the ωB97M-V functional and the def2-TZVPD basis.

Each line ends with the Mulliken charge.
Cartesian coordinates (Å):
H1 1.46746 -0.85183 -2.59190  0.486
C1 -1.14296 1.96661 -2.04667  -1.371
H2 -2.92006 1.35744 -2.83727  0.228
H3 1.09367 -3.69179 -2.65162  0.338
H4 2.69475 0.76351 -1.96742  0.389
H5 2.35787 0.65321 1.04919  0.122
O1 0.64896 -0.48851 2.37164  -0.585
H6 2.71436 -0.96091 2.08474  0.315
H7 0.89808 0.92208 4.30444  0.320
H8 -2.94355 -3.31824 1.40749  0.267
H9 -4.16606 -0.68624 -0.82124  0.349
H10 1.20142 -0.12226 -1.27097  -0.879
H11 -0.32663 1.00732 3.54413  0.331
H12 0.82167 -3.42442 0.56443  0.268
H13 3.93541 0.96271 0.18556  0.272
H14 -2.50326 1.80404 -0.01082  0.002
O2 1.93014 -1.53931 -3.12599  -0.655
C2 -0.19254 1.56082 -0.84096  0.534
H15 -0.31477 0.46054 -0.75878  -0.134
H16 -3.92094 0.04589 0.73810  0.324
C3 2.01899 0.68846 -1.04530  0.831
H17 1.46933 2.49247 -0.09812  0.341
H18 0.25569 -2.41891 -0.43571  0.338
C4 -3.13761 1.26471 -0.75644  0.119
H19 0.22631 3.17618 2.53998  0.330
H20 -1.42293 -2.76027 0.85554  0.377
H21 -1.08108 2.47933 2.07584  0.251
O3 0.44993 -2.43514 0.49233  -0.536
O4 -0.30291 3.05710 1.84276  -0.625
H22 -0.73547 1.88231 -2.95567  0.587
N1 1.16103 1.90191 -0.89074  -0.278
C5 2.97119 0.38327 0.15288  -0.970
H23 -1.44358 3.03120 -1.92938  0.246
H24 3.23380 -0.70551 0.20841  0.290
H25 -2.63274 -0.71006 -0.20040  0.200
H26 0.32284 -2.36899 -2.56640  0.393
N2 -2.39074 1.15707 -2.05179  -0.278
H27 -4.14233 1.71299 -0.75854  0.333
H28 0.20852 0.18075 1.72403  0.260
H29 3.72741 -2.09791 2.33587  0.311
C6 -3.44575 -0.06845 -0.26065  -1.238
O5 0.26589 -3.24125 -2.18812  -0.759
O6 -2.10437 -2.91301 1.57722  -0.638
H30 -0.61839 2.08352 0.02438  -0.070
O7 0.19970 1.50936 4.26451  -0.651
O8 3.45084 -1.20583 2.61339  -0.609
H31 1.87095 -1.20667 -3.98439  0.259
H32 0.29240 -1.28932 2.08845  0.265

Its orbital gap is 8.804 eV. As for the structure (SMILES): CCNCCNCC.O.O.O.O.O.O.O.O.


Entry D
A cluster of 9 separate species, C6H32N2O8 in total. Source: the OMol25 dataset; level of theory: the ωB97M-V functional and the def2-TZVPD basis.

Each line ends with the Mulliken charge.
Cartesian coordinates (Å):
H1 1.09314 0.76730 0.26121  -0.013
H2 1.68968 -2.99199 -1.78566  0.372
H3 -0.09579 2.57504 -3.76668  0.261
H4 0.22985 -1.72223 2.17109  0.292
H5 0.05720 4.33864 -0.29025  0.309
H6 3.20539 -1.21851 2.19026  0.317
H7 2.98382 -0.27926 -1.31249  -0.154
C1 1.82264 -2.13699 -1.17188  -0.630
H8 0.09637 -2.92779 -0.19172  0.398
H9 -2.68838 -1.07308 2.06633  0.299
C2 -0.82908 0.17788 -0.48317  0.660
H10 -1.16738 4.27517 0.41056  0.290
H11 -1.70934 -2.93813 -1.24661  0.419
H12 0.83200 -1.37299 0.46503  -0.947
C3 0.40907 1.24076 -0.37297  -1.432
H13 3.75483 0.94633 0.03122  0.262
H14 -2.48872 -3.05168 0.00477  0.271
O1 -2.49279 -3.43164 -0.87778  -0.673
H15 -2.80955 0.08947 -1.41108  0.565
H16 -0.64591 -2.51929 3.06935  0.236
H17 2.20257 -0.68203 3.14290  0.338
O2 -0.63296 -2.16023 2.17881  -0.485
H18 -1.12373 0.05872 0.60596  -0.288
H19 2.54252 -2.30349 -0.26863  0.143
H20 -2.01119 1.55823 -2.01168  -0.110
O3 -0.71407 1.94804 -3.43588  -0.573
H21 2.44675 1.62833 0.44454  0.410
H22 -3.67752 -2.02837 1.35922  0.304
H23 -2.54005 2.52818 0.19618  0.070
H24 3.54804 -1.72318 -2.30643  0.411
N1 -0.47854 -0.98939 -1.22466  0.104
H25 2.09314 -0.70137 -2.77884  0.282
O4 -3.60472 -1.21690 1.83815  -0.617
N2 -2.91512 1.66776 -0.13408  -0.518
H26 0.79201 2.17675 2.88749  0.274
O5 0.72606 1.66214 3.73016  -0.594
H27 -3.42239 1.08773 0.48778  0.265
H28 0.09548 2.10591 0.17007  0.597
O6 2.52958 -1.57313 2.90849  -0.684
H29 0.74301 1.40058 -1.33538  0.548
C4 0.52386 -1.81335 -0.45315  0.694
O7 -0.25771 4.23310 0.59182  -0.644
H30 -1.54419 2.04103 -3.89856  0.280
H31 0.08496 2.34767 4.02062  0.314
H32 -0.24260 -0.71990 -2.16520  0.289
C5 -2.13907 0.86523 -1.12464  -0.529
C6 2.64900 -1.13499 -1.92370  -0.777
O8 3.07981 0.98992 0.73911  -0.602

Its orbital gap is 8.239 eV. As for the structure (SMILES): CCCN[C@@H](C)CN.O.O.O.O.O.O.O.O.


From most stable to least stable, the computed energies give entry B, entry D, entry C, entry A.